No. 1
Density functional theory data (ωB97M-V/def2-TZVPD) for one molecule with the formula C6H8S2.

The relative energy (zero: lowest compared OMol25 entry of this formula, charge and spin) comes out at 95.4 kJ/mol. Its HOMO energy is -8.1 eV. Its SMILES is CSC1=C[C@H]2S[C@H]2C1. For the lowest unoccupied orbital energy, the calculation gives 0.030 hartree. For the calculated total energy, the calculation gives -28021.0540 eV.

Each line ends with the natural charge from an NBO analysis.
Atoms and positions in Å:
C (2.132, -2.143, -0.582)  -0.75
S (0.391, -2.077, -0.989)  0.33
C (-0.014, -0.687, -0.089)  -0.17
C (0.759, 0.118, 0.702)  -0.27
C (-0.044, 1.262, 1.295)  -0.31
S (-0.584, 2.564, 0.127)  0.08
C (-1.435, 1.073, 0.743)  -0.29
C (-1.425, -0.204, -0.110)  -0.46
H (2.289, -2.308, 0.478)  0.22
H (2.589, -1.149, -0.893)  0.23
H (2.515, -2.997, -1.058)  0.23
H (1.822, 0.087, 0.888)  0.22
H (0.214, 1.696, 2.234)  0.24
H (-2.355, 1.296, 1.278)  0.24
H (-2.148, -0.925, 0.302)  0.23
H (-1.673, -0.006, -1.182)  0.24


No. 2
Density functional theory data (ωB97M-V/def2-TZVPD) for a 2-piece molecular cluster, C4H7N2O6S overall.

The relative energy (zero: lowest compared OMol25 entry of this formula, charge and spin) comes out at 114.4 kJ/mol. Its HOMO energy is -13.5 eV. For the lowest unoccupied orbital energy, the calculation gives -0.152 hartree. As for the total charge: +1. For the calculated total energy, the calculation gives -30350.8985 eV.

Each line ends with the natural charge from an NBO analysis.
Atoms and positions in Å:
C (3.167, -1.746, 0.172)  1.07
C (-1.391, 0.796, 0.806)  0.55
C (2.300, 1.237, 0.719)  0.26
C (-2.462, -0.299, 0.355)  -0.30
N (-1.225, 1.275, 1.934)  -0.59
N (-1.877, -0.909, -0.896)  -0.69
O (2.940, -2.832, 0.354)  -0.44
O (-0.530, 1.022, -0.199)  -0.75
O (0.678, -0.959, -0.337)  -0.99
O (1.394, 0.916, -1.709)  -0.93
O (3.316, -0.639, -0.089)  -0.57
O (2.848, 2.157, 0.023)  -0.60
S (0.991, 0.419, -0.426)  2.17
H (-3.228, 0.321, 0.090)  0.24
H (-2.662, -0.973, 1.145)  0.26
H (-1.854, 1.193, 2.708)  0.40
H (-2.520, -1.488, -1.364)  0.43
H (-1.008, -1.476, -0.808)  0.48
H (-1.618, -0.095, -1.504)  0.46
H (2.738, 2.078, -0.973)  0.54


No. 3
Density functional theory data (ωB97M-V/def2-TZVPD) for C46H58INiO4 as an isolated structure.

Its spin multiplicity is 3. Its HOMO energy (alpha / beta) is -4.5 / -4.7 eV. For the lowest unoccupied orbital energy (alpha / beta), the calculation gives 0.088 / 0.088 hartree. As for the total charge: -1. For the calculated total energy, the calculation gives -105982.4942 eV.

Each line ends with the Löwdin spin population.
Atoms and positions in Å:
Ni (-2.628, 0.608, 1.694)  1.76
C (-2.458, 3.344, 3.757)  0.00
O (-1.834, 2.333, 2.963)  0.03
C (-0.601, 2.656, 2.416)  0.00
C (0.517, 2.015, 2.927)  0.00
C (0.391, 0.980, 4.029)  0.00
C (0.465, -0.444, 3.513)  0.01
C (1.677, -1.114, 3.490)  0.00
C (1.809, -2.423, 3.022)  0.01
C (0.650, -3.035, 2.565)  0.00
C (-0.587, -2.394, 2.565)  0.01
C (-1.791, -3.076, 1.922)  0.00
C (-1.545, -3.061, 0.429)  0.00
C (-0.821, -4.080, -0.164)  0.00
C (-0.286, -3.948, -1.445)  0.00
C (-0.421, -2.715, -2.059)  0.00
C (-1.158, -1.656, -1.506)  0.00
C (-0.921, -0.312, -2.182)  0.00
C (-1.679, 0.986, -2.009)  0.01
C (-2.118, 1.658, -3.144)  0.00
C (-2.506, 2.998, -3.137)  0.01
C (-2.381, 3.673, -1.926)  0.00
C (-1.970, 3.037, -0.762)  0.01
C (-1.828, 3.806, 0.540)  0.00
C (-0.550, 3.447, 1.279)  0.00
C (0.695, 3.702, 0.717)  0.00
C (1.859, 3.137, 1.233)  0.00
C (1.739, 2.284, 2.327)  0.00
C (3.236, 3.364, 0.611)  0.00
C (3.188, 4.343, -0.562)  0.00
C (4.191, 3.933, 1.670)  0.00
C (3.787, 2.025, 0.098)  0.00
C (-1.660, 1.660, -0.768)  0.00
O (-1.313, 1.039, 0.334)  0.03
C (-2.989, 3.667, -4.427)  0.00
C (-1.917, 3.541, -5.520)  0.00
C (-4.278, 2.987, -4.909)  0.00
C (-3.281, 5.155, -4.225)  0.00
C (-1.825, -1.910, -0.319)  0.00
O (-2.826, -1.063, 0.143)  0.02
C (-4.087, -1.448, -0.420)  0.00
C (0.504, -5.101, -2.060)  0.00
C (-0.353, -6.375, -2.061)  0.00
C (1.769, -5.347, -1.223)  0.00
C (0.926, -4.812, -3.502)  0.00
C (-0.706, -1.083, 3.047)  0.00
O (-1.887, -0.476, 3.097)  0.05
C (3.182, -3.095, 2.989)  0.00
C (4.078, -2.362, 1.979)  0.00
C (3.091, -4.564, 2.571)  0.00
C (3.837, -3.039, 4.376)  0.00
H (-1.829, 4.234, 3.790)  0.00
H (-2.591, 2.953, 4.766)  0.00
H (-3.431, 3.589, 3.339)  0.00
H (-0.565, 1.112, 4.533)  0.00
H (1.193, 1.133, 4.756)  0.00
H (2.556, -0.583, 3.848)  0.00
H (0.693, -4.044, 2.169)  0.00
H (-2.694, -2.534, 2.193)  0.00
H (-1.875, -4.105, 2.276)  0.00
H (-0.638, -4.979, 0.417)  0.00
H (0.075, -2.525, -3.004)  0.00
H (-0.856, -0.508, -3.255)  0.00
H (0.101, -0.071, -1.865)  0.00
H (-2.127, 1.107, -4.082)  0.00
H (-2.627, 4.727, -1.862)  0.00
H (-2.687, 3.577, 1.168)  0.00
H (-1.858, 4.877, 0.324)  0.00
H (0.721, 4.293, -0.192)  0.00
H (2.616, 1.775, 2.716)  0.00
H (2.814, 5.322, -0.252)  0.00
H (2.552, 3.972, -1.369)  0.00
H (4.196, 4.476, -0.963)  0.00
H (3.804, 4.874, 2.069)  0.00
H (5.176, 4.122, 1.232)  0.00
H (4.318, 3.241, 2.504)  0.00
H (3.143, 1.623, -0.688)  0.00
H (3.838, 1.282, 0.896)  0.00
H (4.794, 2.158, -0.312)  0.00
H (-1.734, 2.498, -5.785)  0.00
H (-0.974, 3.971, -5.178)  0.00
H (-2.232, 4.069, -6.426)  0.00
H (-4.113, 1.923, -5.088)  0.00
H (-4.637, 3.441, -5.839)  0.00
H (-5.060, 3.080, -4.152)  0.00
H (-2.396, 5.687, -3.868)  0.00
H (-4.089, 5.311, -3.506)  0.00
H (-3.583, 5.602, -5.176)  0.00
H (-4.314, -2.486, -0.166)  0.00
H (-4.053, -1.336, -1.505)  0.00
H (-4.840, -0.787, -0.004)  0.00
H (-0.681, -6.640, -1.055)  0.00
H (0.223, -7.214, -2.461)  0.00
H (-1.243, -6.239, -2.681)  0.00
H (1.513, -5.666, -0.210)  0.00
H (2.362, -4.433, -1.146)  0.00
H (2.387, -6.126, -1.680)  0.00
H (0.062, -4.575, -4.128)  0.00
H (1.419, -5.694, -3.919)  0.00
H (1.630, -3.980, -3.557)  0.00
H (3.645, -2.420, 0.977)  0.00
H (5.080, -2.803, 1.954)  0.00
H (4.174, -1.305, 2.238)  0.00
H (2.708, -4.667, 1.554)  0.00
H (2.440, -5.128, 3.245)  0.00
H (4.086, -5.017, 2.601)  0.00
H (4.019, -2.010, 4.694)  0.00
H (4.798, -3.563, 4.366)  0.00
H (3.192, -3.510, 5.121)  0.00
I (-4.987, 1.471, 1.655)  0.04


No. 4
Density functional theory data (ωB97M-V/def2-TZVPD) for C23H33N3O2S4Se2Zr as an isolated structure.

The relative energy (zero: lowest compared OMol25 entry of this formula, charge and spin) comes out at 0.0 kJ/mol. Its HOMO energy is -6.9 eV. For the lowest unoccupied orbital energy, the calculation gives 0.017 hartree. For the calculated total energy, the calculation gives -208269.0893 eV.

Each line ends with the natural charge from an NBO analysis.
Atoms and positions in Å:
Zr (-0.850, 0.375, 0.703)  1.42
C (3.502, -1.704, -1.338)  -0.65
C (2.171, -1.738, -0.614)  -0.11
S (1.748, -0.213, 0.163)  -0.35
C (1.432, -2.857, -0.599)  -0.22
C (1.805, -4.148, -1.278)  -0.64
S (-0.132, -2.930, 0.256)  0.00
H (4.026, -0.779, -1.113)  0.23
H (3.349, -1.754, -2.419)  0.22
H (4.138, -2.541, -1.049)  0.21
H (2.832, -4.147, -1.642)  0.21
H (1.143, -4.336, -2.128)  0.22
H (1.684, -4.991, -0.595)  0.21
O (-6.316, -0.313, -1.087)  -0.73
C (-5.094, -0.377, -1.808)  -0.05
C (-3.924, -0.116, -0.851)  -0.14
C (-2.680, -0.036, -1.755)  -0.05
O (-1.462, -0.190, -1.072)  -0.90
C (-4.206, 1.198, -0.097)  -0.54
Se (-2.644, 2.291, 0.399)  -0.24
C (-3.835, -1.323, 0.094)  -0.54
Se (-2.807, -1.069, 1.753)  -0.27
H (-7.046, -0.446, -1.696)  0.47
H (-5.074, 0.376, -2.607)  0.16
H (-4.968, -1.366, -2.266)  0.16
H (-2.684, 0.936, -2.265)  0.18
H (-2.750, -0.822, -2.519)  0.17
H (-0.883, -2.231, -0.612)  0.18
H (-4.769, 0.987, 0.810)  0.23
H (-4.813, 1.852, -0.723)  0.22
H (-3.415, -2.177, -0.441)  0.21
H (-4.839, -1.587, 0.419)  0.23
C (-0.297, -3.662, 4.040)  -0.44
N (-0.462, -2.221, 4.041)  -0.56
C (0.391, -1.375, 3.477)  0.39
N (1.566, -1.830, 3.037)  -0.79
S (0.016, 0.296, 3.384)  -0.24
H (-1.142, -4.106, 4.557)  0.23
H (0.616, -3.940, 4.568)  0.20
H (-0.274, -4.056, 3.020)  0.22
H (-1.371, -1.836, 4.249)  0.44
H (1.683, -2.819, 2.878)  0.39
H (2.047, -1.216, 2.380)  0.45
N (0.393, 2.313, 0.776)  -1.20
S (1.013, 2.889, -0.575)  1.15
C (-0.029, 4.218, -1.155)  -0.17
C (-0.277, 5.345, -0.385)  -0.23
C (-1.206, 6.271, -0.827)  -0.19
C (-1.873, 6.065, -2.029)  -0.18
C (-1.617, 4.936, -2.793)  -0.21
C (-0.694, 4.000, -2.352)  -0.20
C (2.480, 3.794, -0.084)  -0.16
C (2.997, 4.812, -0.875)  -0.24
C (4.184, 5.421, -0.497)  -0.19
C (4.843, 5.007, 0.653)  -0.20
C (4.322, 3.979, 1.426)  -0.20
C (3.137, 3.359, 1.057)  -0.23
H (0.147, 3.052, 1.433)  0.39
H (0.251, 5.496, 0.549)  0.23
H (-1.414, 7.151, -0.234)  0.22
H (-2.603, 6.789, -2.367)  0.22
H (-2.146, 4.774, -3.722)  0.22
H (-0.502, 3.095, -2.916)  0.23
H (2.474, 5.134, -1.766)  0.23
H (4.591, 6.221, -1.101)  0.22
H (5.768, 5.488, 0.945)  0.22
H (4.839, 3.653, 2.319)  0.22
H (2.719, 2.545, 1.637)  0.26


No. 5
Density functional theory data (ωB97M-V/def2-TZVPD) for C23H18N4O4Zr as an isolated structure.

The relative energy (zero: lowest compared OMol25 entry of this formula, charge and spin) comes out at 0.0 kJ/mol. Its HOMO energy is -13.9 eV. For the lowest unoccupied orbital energy, the calculation gives -0.294 hartree. As for the total charge: +2. For the calculated total energy, the calculation gives -39557.8529 eV.

Each line ends with the natural charge from an NBO analysis.
Atoms and positions in Å:
Zr (0.767, 0.241, 1.269)  2.48
C (2.177, -1.170, 3.706)  -0.26
O (2.340, -0.878, 2.279)  -0.61
C (2.890, -1.913, 1.453)  0.23
C (3.802, -2.816, 1.951)  -0.24
C (4.331, -3.766, 1.088)  -0.15
C (3.957, -3.787, -0.248)  -0.17
C (3.053, -2.862, -0.741)  -0.19
C (2.497, -1.918, 0.114)  0.11
N (1.590, -0.906, -0.312)  -0.47
N (1.448, -0.736, -1.582)  -0.06
C (0.848, 0.355, -2.063)  0.01
C (0.764, 1.587, -1.335)  0.38
O (1.181, 1.637, -0.067)  -0.75
C (0.364, 2.763, -1.971)  -0.30
C (0.002, 2.727, -3.294)  0.00
C (0.044, 1.542, -4.067)  -0.13
C (-0.338, 1.549, -5.424)  -0.12
C (-0.283, 0.396, -6.162)  -0.19
C (0.151, -0.793, -5.563)  -0.13
C (0.519, -0.829, -4.235)  -0.20
C (0.485, 0.340, -3.469)  0.06
H (3.153, -1.202, 4.179)  0.24
H (1.632, -2.105, 3.813)  0.23
H (1.611, -0.336, 4.126)  0.20
H (4.114, -2.792, 2.985)  0.24
H (5.046, -4.484, 1.463)  0.25
H (4.378, -4.526, -0.914)  0.25
H (2.769, -2.861, -1.783)  0.25
H (0.367, 3.684, -1.407)  0.25
H (-0.321, 3.642, -3.777)  0.24
H (-0.673, 2.478, -5.869)  0.23
H (-0.574, 0.397, -7.203)  0.25
H (0.193, -1.700, -6.150)  0.24
H (0.832, -1.760, -3.786)  0.23
O (-0.681, -1.116, 1.890)  -0.62
N (-1.867, -0.745, 2.319)  0.22
N (-2.032, 0.491, 2.182)  0.22
O (-1.077, 1.202, 1.603)  -0.61
C (-3.204, 1.162, 2.670)  0.11
C (-3.527, 2.389, 2.107)  -0.21
C (-4.664, 3.033, 2.564)  -0.19
C (-5.444, 2.451, 3.553)  -0.14
C (-5.096, 1.221, 4.100)  -0.18
C (-3.963, 0.558, 3.663)  -0.21
H (-2.909, 2.823, 1.336)  0.24
H (-4.942, 3.990, 2.144)  0.24
H (-6.330, 2.961, 3.906)  0.24
H (-5.705, 0.779, 4.876)  0.25
H (-3.677, -0.395, 4.084)  0.25


No. 6
Density functional theory data (ωB97M-V/def2-TZVPD) for C16H12BrCaN3O7 as an isolated structure.

The relative energy (zero: lowest compared OMol25 entry of this formula, charge and spin) comes out at 7.9 kJ/mol. Its HOMO energy is -0.4 eV. For the lowest unoccupied orbital energy, the calculation gives 0.109 hartree. As for the total charge: -2. For the calculated total energy, the calculation gives -124064.9478 eV.

Each line ends with the natural charge from an NBO analysis.
Atoms and positions in Å:
C (-2.115, -0.661, -1.734)  -0.44
C (-2.246, -1.076, -0.363)  -0.33
C (-2.051, 0.074, 0.453)  -0.39
H (-2.576, -2.061, -0.018)  0.21
C (-1.801, 1.189, -0.381)  -0.38
C (-1.942, 0.768, -1.738)  -0.45
H (-1.892, 1.412, -2.620)  0.23
H (-2.207, -1.325, -2.603)  0.23
H (-2.212, 0.115, 1.530)  0.19
H (-1.579, 2.196, -0.040)  0.20
Ca (0.470, -0.252, -1.313)  1.78
Br (1.513, -2.416, -2.582)  -0.90
C (2.130, 0.975, -4.388)  -0.42
C (1.024, 1.754, -4.828)  -0.39
C (0.024, 0.864, -5.323)  -0.37
H (0.969, 2.836, -4.831)  0.17
C (0.521, -0.459, -5.210)  -0.38
C (1.843, -0.390, -4.680)  -0.34
H (2.538, -1.219, -4.545)  0.21
H (3.061, 1.337, -3.967)  0.18
H (-0.925, 1.155, -5.759)  0.17
H (0.005, -1.379, -5.461)  0.19
O (-0.009, -0.399, 6.876)  -0.43
N (0.460, 0.460, 6.096)  0.52
O (0.828, 1.592, 6.473)  -0.42
C (0.558, 0.093, 4.697)  -0.09
C (0.045, -1.161, 4.329)  -0.10
C (0.097, -1.523, 2.979)  -0.08
C (0.552, -0.601, 1.968)  0.54
O (0.647, -1.000, 0.771)  -0.72
C (0.859, 0.771, 2.411)  -0.10
C (0.924, 1.080, 3.764)  -0.10
N (1.131, 1.837, 1.455)  0.51
O (1.826, 2.803, 1.824)  -0.39
O (0.809, 1.690, 0.222)  -0.44
N (-0.500, -2.788, 2.515)  0.51
O (-0.534, -3.725, 3.350)  -0.43
O (-1.052, -2.842, 1.393)  -0.30
H (-0.367, -1.794, 5.142)  0.28
H (1.174, 2.070, 4.139)  0.27


Which of these has the lowest calculated total energy? C23H33N3O2S4Se2Zr


calculated total energy of number 4 (C23H33N3O2S4Se2Zr)? -208269.0893 eV


What is the calculated total energy in the third record? -105982.4942 eV


Look up the calculated total energy of the fifth one. -39557.8529 eV